12
Properties=species:S:1:pos:R:3 method="wB97M-V/def2-TZVPD" e_above_lowest_ev=10.304 smiles="N=C=NOC=C=[N+]([O-])O" e_homo_ev="-9.659 / -9.660" orbital_gap_ev="9.6141 / 9.6141"
N 2.666 1.067 -0.636
C 1.781 0.228 -0.579
N 1.253 -0.779 -0.959
O 0.936 -1.937 -0.205
C -0.347 -2.058 0.260
C -1.329 -1.221 0.161
N -1.910 -0.214 -0.398
O -2.547 -0.091 -1.456
O -2.159 0.861 0.559
H 2.765 2.061 -0.499
H -0.244 -3.101 0.808
H -2.559 1.545 -0.001